[1]
The following is a quantum chemistry calculation of one molecule with the formula C22H24N4O2S, from OMol25.

Properties
**Structure (SMILES)**: CCCOc1cccc(-c2cc(C(=O)NNC(=S)NCC)c3ccccc3n2)c1
**HOMO-LUMO gap**: 8.03 eV
**Charge**: 0

Each line ends with the Mulliken charge.
CARTESIAN COORDINATES (ANGSTROEM)
C1 -5.764 -0.724 1.778  -1.069
C2 -6.917 -0.662 0.783  -0.343
C3 -6.480 -0.314 -0.644  -0.537
O1 -6.086 1.038 -0.774  -0.417
C4 -4.786 1.416 -0.658  0.518
C5 -3.697 0.572 -0.498  0.198
C6 -2.405 1.087 -0.403  0.096
C7 -2.200 2.461 -0.486  -1.017
C8 -3.286 3.303 -0.654  -0.652
C9 -4.565 2.795 -0.733  -0.682
H1 -5.418 3.444 -0.860  0.457
H2 -3.131 4.370 -0.724  0.387
H3 -1.205 2.874 -0.446  0.369
C10 -1.297 0.139 -0.227  0.643
N1 -1.495 -1.090 -0.643  -0.543
C11 -0.532 -2.013 -0.493  -0.152
C12 -0.803 -3.325 -0.938  -0.556
C13 0.127 -4.314 -0.786  -0.512
C14 1.356 -4.039 -0.169  -0.787
C15 1.655 -2.777 0.266  -0.538
C16 0.734 -1.724 0.096  0.794
C17 0.940 -0.382 0.513  0.580
C18 -0.077 0.529 0.373  -0.833
H4 0.063 1.536 0.734  0.507
C19 2.207 0.112 1.116  0.139
O2 2.263 0.856 2.081  -0.721
N2 3.339 -0.318 0.505  -0.007
N3 4.555 0.197 0.943  -0.567
C20 5.580 0.335 0.063  0.516
N4 6.673 0.971 0.524  -0.180
H5 6.617 1.435 1.419  0.239
C21 7.860 1.209 -0.263  -0.503
C22 7.945 2.656 -0.738  -1.023
H6 7.086 2.897 -1.360  0.262
H7 8.848 2.800 -1.323  0.343
H8 7.967 3.340 0.109  0.327
H9 8.735 0.957 0.344  0.307
H10 7.818 0.535 -1.121  0.288
S1 5.476 -0.367 -1.438  -0.565
H11 4.414 0.815 1.740  0.344
H12 3.406 -0.711 -0.435  0.352
H13 2.595 -2.587 0.761  0.515
H14 2.071 -4.837 -0.034  0.401
H15 -0.083 -5.317 -1.127  0.390
H16 -1.764 -3.512 -1.391  0.476
H17 -3.799 -0.498 -0.435  0.541
H18 -5.698 -0.996 -0.990  0.356
H19 -7.343 -0.414 -1.312  0.306
H20 -7.638 0.090 1.109  0.271
H21 -7.425 -1.628 0.751  0.353
H22 -5.046 -1.489 1.493  0.262
H23 -6.142 -0.965 2.770  0.386
H24 -5.249 0.232 1.833  0.285

[2]
The following is a quantum chemistry calculation of one molecule with the formula C22H24N4O4S, from OMol25.

Properties
**Structure (SMILES)**: CCc1ccccc1N(CC(=O)NCc1ccco1)C(=O)CCC(=O)Nc1nccs1
**HOMO-LUMO gap**: 9.16 eV
**Charge**: 0

Each line ends with the Mulliken charge.
CARTESIAN COORDINATES (ANGSTROEM)
C1 -0.316 2.567 2.428  -1.334
H1 -1.170 3.101 2.838  0.446
C2 -0.684 1.116 2.113  0.471
C3 -1.820 1.037 1.133  0.788
C4 -3.092 1.444 1.524  -0.946
C5 -4.167 1.397 0.657  -0.823
C6 -3.994 0.925 -0.634  -0.919
C7 -2.743 0.507 -1.043  -0.344
C8 -1.662 0.564 -0.171  -0.507
N1 -0.388 0.146 -0.658  1.097
C9 0.165 -1.051 -0.387  0.518
O1 1.297 -1.334 -0.766  -0.839
C10 -0.692 -2.046 0.366  -0.851
C11 -1.321 -3.043 -0.626  -0.640
C12 -0.231 -3.917 -1.191  0.226
O2 0.178 -4.911 -0.642  -0.639
N2 0.347 -3.537 -2.386  -0.037
C13 0.104 -2.483 -3.212  0.410
N3 -0.907 -1.685 -3.200  -0.179
C14 -0.834 -0.769 -4.199  -0.706
C15 0.250 -0.856 -5.004  -0.335
S1 1.266 -2.156 -4.499  -0.194
H2 0.514 -0.251 -5.846  0.471
H3 -1.626 -0.048 -4.299  0.432
H4 1.157 -4.098 -2.628  0.212
H5 -2.011 -3.687 -0.079  0.441
H6 -1.847 -2.511 -1.416  0.372
H7 -0.051 -2.597 1.057  0.641
H8 -1.479 -1.544 0.923  0.362
C16 0.317 1.088 -1.516  -0.520
H9 -0.414 1.754 -1.975  0.626
H10 0.853 0.527 -2.286  0.385
C17 1.317 1.925 -0.707  0.127
O3 1.140 3.099 -0.460  -0.670
N4 2.387 1.211 -0.318  -0.021
H11 2.388 0.214 -0.518  0.282
C18 3.338 1.702 0.654  -1.033
C19 3.128 1.043 1.982  0.217
C20 2.797 -0.242 2.302  0.069
C21 2.698 -0.283 3.715  -0.798
C22 2.978 0.975 4.145  -0.470
O4 3.235 1.785 3.103  -0.405
H12 3.027 1.406 5.125  0.512
H13 2.455 -1.134 4.318  0.448
H14 2.645 -1.057 1.623  0.748
H15 3.187 2.780 0.758  0.433
H16 4.354 1.516 0.288  0.287
H17 -2.587 0.117 -2.037  0.325
H18 -4.830 0.878 -1.315  0.456
H19 -5.141 1.724 0.988  0.395
H20 -3.235 1.802 2.533  0.499
H21 -0.979 0.613 3.038  0.633
H22 0.195 0.600 1.722  -0.737
H23 0.491 2.594 3.156  0.303
H24 0.012 3.081 1.529  0.316

[3]
The following is a quantum chemistry calculation of C22H24N4O4S3Ti as an isolated structure, from OMol25.

Properties
**HOMO-LUMO gap (alpha / beta)**: 2.46 / 2.46 eV
**Charge**: -2

Each line ends with the Mulliken charge.
CARTESIAN COORDINATES (ANGSTROEM)
Ti1 -1.079 -1.139 -1.022  0.251
N1 -2.401 0.456 -0.460  0.251
C1 -2.441 0.438 0.987  0.422
C2 -3.635 1.210 1.572  -0.905
C3 -3.930 2.519 0.833  -0.295
C4 -2.870 3.630 0.997  -0.981
N2 -1.537 3.389 0.497  -0.138
C5 -1.369 2.989 -0.871  -0.074
N3 -0.005 2.790 -1.232  -0.564
N4 -2.071 3.802 -1.815  -0.379
C6 -2.419 -1.059 1.430  0.420
O1 -2.844 -1.378 2.530  -0.746
O2 -1.923 -1.829 0.547  -0.222
H1 -2.046 1.424 -0.799  0.078
H2 -3.335 0.318 -0.870  0.297
H3 -1.485 0.839 1.364  -0.007
H4 -3.463 1.401 2.633  0.310
H5 -4.516 0.566 1.502  0.363
H6 -4.875 2.922 1.213  0.434
H7 -4.070 2.321 -0.231  0.116
H8 -2.765 3.872 2.063  0.459
H9 -3.245 4.514 0.470  0.399
H10 -1.015 2.764 1.101  0.351
H11 0.538 2.423 -0.457  0.317
H12 0.065 2.102 -1.985  0.323
H13 -2.981 3.416 -2.062  0.223
H14 -1.518 3.831 -2.664  0.390
S1 -2.937 -0.138 -5.480  -0.402
C7 -3.086 -0.133 -3.813  0.019
S2 -3.850 1.152 -3.037  -0.509
S3 -2.588 -1.552 -2.935  -0.380
C8 -0.004 -2.881 -1.334  -1.882
C9 1.060 -2.681 -0.731  1.056
C10 2.246 -2.382 -0.052  -0.134
C11 2.164 -2.374 1.385  0.604
C12 1.204 -3.176 2.035  -0.505
C13 1.035 -3.125 3.399  -0.506
C14 1.806 -2.266 4.173  -0.462
C15 2.741 -1.451 3.550  -0.705
C16 2.926 -1.505 2.185  -0.534
C17 3.373 -1.895 -0.801  0.601
C18 3.172 -1.340 -2.079  -0.723
C19 4.230 -0.859 -2.814  -0.717
C20 5.527 -0.916 -2.314  -0.384
C21 5.747 -1.481 -1.066  -0.620
C22 4.693 -1.967 -0.321  -0.283
H15 0.586 -3.829 1.433  0.381
H16 0.287 -3.750 3.869  0.353
H17 1.656 -2.213 5.244  0.337
H18 3.319 -0.750 4.143  0.358
H19 3.621 -0.826 1.713  0.483
H20 2.157 -1.265 -2.454  0.393
H21 4.051 -0.414 -3.785  0.371
H22 6.354 -0.519 -2.891  0.344
H23 6.756 -1.533 -0.671  0.335
H24 4.884 -2.438 0.634  0.524
O3 0.209 -0.024 -0.543  -0.344
O4 -0.105 -0.004 -1.911  -0.160

[4]
The following is a quantum chemistry calculation of C22H24N9O4RbS as an isolated structure, from OMol25.

Properties
**HOMO-LUMO gap**: 4.53 eV
**Charge**: -2

Each line ends with the Mulliken charge.
CARTESIAN COORDINATES (ANGSTROEM)
Rb1 0.258 -1.130 1.837  0.813
C1 5.718 -0.771 1.093  -1.464
C2 4.323 -0.210 1.128  0.382
N1 3.519 -0.382 2.123  0.746
N2 3.852 -1.226 3.090  -1.278
C3 3.472 -0.924 4.316  0.388
N3 3.424 -2.007 5.177  -0.537
S1 3.237 0.651 4.939  -0.577
C4 3.806 0.554 -0.018  0.504
C5 4.617 0.827 -1.130  -0.759
C6 4.095 1.528 -2.204  -0.381
C7 2.775 1.950 -2.165  -1.011
C8 2.039 1.638 -1.026  -0.115
N4 2.527 0.965 0.009  0.218
H1 5.910 -1.270 2.039  0.395
H2 6.459 0.023 0.956  0.301
H3 5.848 -1.496 0.281  0.310
H4 3.140 -2.862 4.721  0.275
H5 2.906 -1.798 6.015  0.242
H6 5.646 0.493 -1.148  0.300
H7 4.715 1.742 -3.067  0.384
H8 2.324 2.496 -2.984  0.424
H9 0.997 1.943 -0.946  0.373
N5 -1.295 2.318 0.710  -0.499
C9 -0.983 3.080 1.928  -0.497
C10 0.516 3.049 2.188  -0.507
N6 0.873 1.771 2.793  -0.045
H10 -2.288 2.121 0.683  0.286
H11 -0.858 1.406 0.810  -0.033
H12 -1.482 2.656 2.807  0.280
H13 -1.331 4.111 1.808  0.423
H14 0.811 3.928 2.777  0.401
H15 1.029 3.114 1.225  0.071
H16 0.724 1.772 3.793  0.169
H17 1.848 1.529 2.643  -0.028
O1 -2.610 -1.532 4.155  -0.752
C11 -2.265 -1.846 3.002  0.371
O2 -2.280 -1.103 1.948  -0.749
C12 -1.660 -3.277 2.768  0.755
O3 -2.453 -4.185 2.440  -0.766
O4 -0.388 -3.323 2.898  -0.827
N7 -8.541 -0.749 -4.933  -0.553
C13 -7.467 -0.771 -4.532  0.121
C14 -6.109 -0.797 -4.048  0.411
C15 -5.827 -0.626 -2.698  -1.112
C16 -4.524 -0.634 -2.243  -0.512
C17 -3.470 -0.821 -3.136  1.641
C18 -3.753 -1.012 -4.485  -0.414
C19 -5.059 -0.995 -4.935  -0.982
N8 -2.147 -0.817 -2.676  0.329
C20 -0.979 -0.821 -3.439  -0.208
C21 0.042 -0.831 -2.546  -0.940
N9 -0.456 -0.831 -1.258  0.042
C22 -1.744 -0.825 -1.359  -0.509
H18 -6.641 -0.484 -2.000  0.425
H19 -4.326 -0.498 -1.189  0.476
H20 -2.953 -1.187 -5.190  0.279
H21 -5.275 -1.144 -5.985  0.412
H22 -0.979 -0.799 -4.514  0.326
H23 1.103 -0.823 -2.740  0.466
H24 -2.410 -0.859 -0.504  0.318

| no. | total energy (eV) |
| --- | --- |
| 1 | -44094.588 |
| 2 | -48190.453 |
| 3 | -92973.047 |
| 4 | -56297.146 |